ORCA calculation (ωB97M-V/def2-TZVPD) on a molecular structure, C8H16N9O3Rh in a non-equilibrium geometry.

```
37
Properties=species:S:1:pos:R:3:forces:R:3:lowdin_charge:R:1
Rh 0.621416 -0.670680 -0.037894 -1.97 0.10 -0.10 1.25
N -0.721610 0.035483 -1.904041 1.48 0.04 1.37 0.05
C -1.633833 -0.991823 -2.422737 -0.47 -0.79 -0.48 -0.21
C -1.265236 -2.399816 -1.994482 0.09 -0.09 1.74 -0.08
C -1.737760 -2.631585 -0.464577 -0.67 -1.01 -6.23 -0.65
O -2.695968 -3.331782 -0.326828 -0.42 -0.12 1.63 0.15
O -1.024679 -2.014075 0.351661 3.22 2.86 3.38 -0.05
H -1.212247 0.913290 -1.729902 0.19 -0.11 0.19 0.13
H 0.017688 0.230987 -2.580827 -0.16 -0.03 0.16 0.11
H -1.606374 -0.986121 -3.523766 0.06 0.36 0.24 0.15
H -2.663748 -0.770870 -2.121265 0.26 0.09 0.01 0.14
H -0.182240 -2.568667 -1.983876 -0.04 0.05 -0.56 0.09
H -1.771096 -3.143352 -2.608235 0.07 0.03 0.10 0.13
N 4.938729 -2.713275 0.028754 0.59 -0.86 0.36 0.20
N 4.097132 -1.892526 -0.565636 -1.51 0.80 -0.42 -0.23
N 4.493230 -1.023662 -1.458324 0.79 0.24 -0.39 0.18
C 3.377859 -0.460088 -1.868751 -0.33 -0.02 -0.11 -0.12
N 2.328120 -0.999141 -1.237074 -0.58 -0.50 0.48 -0.12
N 2.803114 -1.912386 -0.406765 0.60 -0.85 0.53 0.06
H 5.916388 -2.567394 -0.183992 -0.16 0.16 -0.02 0.15
H 4.659465 -3.132403 0.902993 -0.13 0.18 -0.08 0.14
H 3.331675 0.298754 -2.620764 0.02 0.24 -0.15 0.13
C 0.086484 0.330658 5.628392 -0.28 0.28 0.70 0.01
N 0.458040 0.347658 4.240246 -0.34 -0.23 -0.87 -0.08
C 1.800690 0.638951 3.789350 0.52 0.23 -0.08 0.00
C 1.680327 0.362879 2.306705 -0.71 0.00 0.52 -0.46
O 2.519957 0.331998 1.422964 0.14 -0.13 -0.72 0.03
N 0.370975 0.112339 2.031505 -0.20 -0.52 -1.75 0.06
C -0.327431 0.094114 3.185319 0.01 0.02 0.83 -0.36
N -1.625558 -0.128747 3.228522 0.08 -0.04 -0.04 0.26
H 0.950676 0.036745 6.223641 -0.07 -0.05 -0.06 0.11
H -0.706630 -0.395750 5.805913 0.05 0.00 -0.01 0.10
H -0.238842 1.318224 5.967743 -0.01 -0.10 -0.02 0.11
H 2.554997 0.033202 4.298686 -0.08 -0.08 -0.17 0.16
H 2.066335 1.691556 3.948285 -0.03 -0.06 -0.03 0.16
H -2.105125 -0.363328 2.374208 -0.04 -0.10 0.03 0.13
H -2.151054 -0.111188 4.087494 0.03 -0.01 0.00 0.14
```
Positions in Å, forces in eV/Å.

Summary:
Calculated total energy, eV: -31097.4127
Total charge: +2
HOMO-LUMO gap (alpha / beta), eV: 5.324 / 5.316

ORCA calculation (ωB97M-V/def2-TZVPD) on a gas-phase ion, C8H16NOSi (charge +1) in a non-equilibrium geometry.

```
27
Properties=species:S:1:pos:R:3:forces:R:3:lowdin_charge:R:1
C -2.755433 0.080224 0.391346 0.29 -2.78 0.78 -0.14
C -1.744644 0.440301 -0.718094 -0.50 1.38 0.67 -0.44
C -1.105988 -0.657585 -1.512023 2.36 -1.46 1.43 -0.13
N 0.176821 0.014790 -2.030913 -0.76 0.29 -2.19 0.03
C 1.298254 -0.470739 -1.824956 1.28 -0.33 0.48 0.03
C 2.303658 -0.948960 -1.148915 0.82 1.49 0.99 -0.27
O 3.169226 -1.909962 -1.352328 1.06 -1.18 -0.82 0.13
C 2.660257 -0.152091 0.204924 -0.28 0.28 -2.84 -0.11
C 1.744900 -0.642877 1.241793 -0.99 0.53 2.02 -0.26
C 0.489366 0.253280 1.508864 1.75 2.03 -0.60 -0.28
Si -0.269584 1.460481 0.249325 -2.06 -0.65 0.83 0.73
H -3.116755 1.049750 0.728412 -0.53 -0.48 0.45 0.07
H -2.319932 -0.580217 1.260445 -0.27 1.78 -1.33 0.10
H -3.559790 -0.674683 0.102132 0.55 1.55 -0.24 0.10
H -2.330311 1.064541 -1.448585 0.72 -0.22 0.61 0.12
H -0.669136 -1.606227 -0.872220 -1.24 2.45 -1.47 0.19
H -1.611349 -1.037041 -2.389067 -0.40 -0.05 -0.05 0.12
H 0.166042 0.871282 -2.670473 -0.65 -1.42 1.05 0.21
H 3.309711 -2.313325 -2.240686 -0.76 0.58 0.68 0.17
H 3.662951 -0.518887 0.455748 0.02 0.65 -0.53 0.14
H 2.544951 0.958842 0.001056 0.71 -1.33 0.40 0.13
H 1.531986 -1.710681 0.994883 -0.07 0.70 0.94 0.14
H 2.344667 -0.479282 2.162077 -0.49 -1.14 -0.16 0.13
H -0.302670 -0.262182 2.010673 -0.37 -0.16 0.48 0.05
H 0.814021 1.185811 2.154004 -0.33 -2.14 -0.52 0.10
H 0.571716 2.231655 -0.641342 0.63 0.00 -0.48 -0.04
H -0.705637 2.527276 1.220527 -0.50 -0.37 -0.58 -0.01
```
Positions in Å, forces in eV/Å.

Summary:
Calculated total energy, eV: -19960.2012
SMILES: C[C@@H]1C[NH+]=C=C(O)CCC[SiH2]1
Total charge: +1
HOMO-LUMO gap, eV: 9.227

ORCA calculation (ωB97M-V/def2-TZVPD) on 2 unconnected molecules or ions with the total composition C8H16NP in a non-equilibrium geometry.

```
26
Properties=species:S:1:pos:R:3:forces:R:3:lowdin_charge:R:1
C 2.202218 -0.303646 -1.909630 -0.19 -2.56 -2.14 -0.15
C 1.417397 0.067575 -0.696858 -1.71 0.51 2.04 -0.33
C 0.486863 1.227132 -0.963612 1.17 4.19 0.23 -0.32
C 0.166487 2.261982 0.203963 3.34 -4.12 2.12 -0.35
P -0.784663 1.226355 1.646593 0.96 0.75 -1.04 0.91
C -0.815810 2.578381 2.589969 -0.40 0.03 0.13 -0.61
N -1.017296 3.600005 3.193855 -0.85 -0.11 -0.74 0.11
H 2.879666 -1.271973 -1.685458 -1.21 2.52 -0.77 0.11
H 1.538656 -0.543442 -2.876229 1.28 0.30 2.19 0.11
H 2.727221 0.637571 -2.174927 0.39 -0.98 -0.01 0.07
H 2.179461 0.485244 -0.006801 -0.50 -0.47 0.18 0.11
H 0.739253 -0.651031 -0.119828 1.57 0.08 -1.00 0.09
H 0.993170 1.953129 -1.661760 -0.10 -0.77 0.17 0.11
H -0.459063 1.149877 -1.406489 -1.36 -1.49 -0.95 0.08
H 1.203778 2.535706 0.658067 -1.91 -0.15 -0.62 0.09
H -0.316791 3.090507 -0.161115 -1.37 1.86 -0.66 0.02
H -0.299505 4.156925 3.572691 0.99 0.55 0.97 0.06
C -2.070087 -2.429263 -0.991023 0.56 -0.27 -1.62 -0.02
C -1.583823 -1.983053 0.145689 -0.45 1.85 -1.35 -0.31
C -0.961198 -2.784084 1.164506 3.17 -0.80 -1.22 -0.12
H -2.244515 -1.777752 -1.839477 -0.69 0.34 0.33 0.05
H -2.025115 -3.464698 -1.319707 0.03 -0.15 0.48 0.06
H -1.624137 -0.889630 0.320231 0.00 -0.74 -0.15 0.02
H -0.375344 -2.159485 1.787467 0.87 0.66 0.68 0.05
H -1.697199 -3.118175 1.767706 -2.25 -1.89 2.19 0.04
H -0.259624 -3.594155 0.762176 -1.31 0.88 0.56 0.12
```
Positions in Å, forces in eV/Å.

Summary:
Calculated total energy, eV: -19330.1781
SMILES: CCCCP=C=N.C=CC
HOMO-LUMO gap, eV: 8.961

Q: Which of these has the highest calculated total energy?
A: C8H16NP